9
Properties=species:S:1:pos:R:3:forces:R:3 method="wB97M-V/def2-TZVPD" e_tot_ha=-586.26911 e_above_lowest_kcal_mol=15.9 homo_ev=-8.75 orbital_gap_ev=8.64
S 1.925 -0.415 -0.404 -0.8928 -0.5822 0.1348
N 0.471 1.614 0.184 1.3549 -0.0206 -1.2080
N -0.817 -0.241 0.418 0.5716 0.6405 0.2959
C 0.489 0.276 0.082 -0.6115 0.7057 0.5103
C -0.983 -1.412 0.024 0.3924 -2.0326 -0.2254
H -0.147 -1.953 -0.396 0.3638 -0.1681 -0.4647
H -0.241 2.257 0.441 -0.9919 -0.3202 0.1788
H 1.159 1.918 -0.483 0.4039 1.0741 0.4814
H -1.856 -2.045 0.134 -0.5904 0.7033 0.2968